No. 1
# C16H22F3MoO7PS

A molecular structure, C16H22F3MoO7PS (wB97M-V/def2-TZVPD, the Open Molecules 2025 dataset).

Results
M in u: 542.32
Electronic energy in Eh: -2256.85707
⟨S²⟩: 2.228
Charge: 0
Multiplicity: 3
Relative energy (zero: lowest compared OMol25 entry of this formula, charge and spin) in kcal/mol: 19.6
Highest occupied orbital energy (spin up / spin down) in Ha: -0.303 / -0.308
HOMO-LUMO gap (spin up / spin down) in eV: 8.308 / 8.128

Geometry (Å):
Mo: 0.29 0.62 1.31
C: -0.68 0.73 2.99
H: -0.50 0.02 3.80
H: -1.51 1.41 3.20
O: 0.74 -3.46 1.58
C: 0.27 -2.35 1.48
O: 0.97 -1.25 1.56
C: -1.21 -2.16 1.25
C: -1.72 -0.98 0.72
C: -3.09 -0.73 0.56
C: -3.92 -1.74 0.98
O: -5.28 -1.78 0.95
C: -5.65 -3.03 1.54
O: -4.46 -3.76 1.83
C: -3.42 -2.93 1.51
C: -2.08 -3.17 1.66
H: -1.07 -0.25 0.17
H: -3.46 0.19 0.14
H: -6.26 -3.59 0.83
H: -6.19 -2.84 2.47
H: -1.69 -4.09 2.07
C: 1.39 2.88 -2.31
C: 2.33 1.76 -1.86
P: 1.42 0.31 -1.21
C: 0.22 -0.13 -2.53
C: 0.76 -0.42 -3.92
C: 2.62 -1.08 -1.16
C: 3.78 -1.05 -2.14
H: 1.97 3.77 -2.56
H: 0.69 3.16 -1.52
H: 0.82 2.59 -3.19
H: 2.98 2.11 -1.05
H: 2.98 1.46 -2.68
H: -0.51 0.69 -2.56
H: -0.34 -0.99 -2.15
H: 1.38 0.39 -4.29
H: -0.06 -0.56 -4.63
H: 1.36 -1.33 -3.93
H: 2.02 -1.99 -1.27
H: 2.99 -1.12 -0.13
H: 3.46 -0.96 -3.18
H: 4.37 -1.97 -2.06
H: 4.46 -0.22 -1.94
F: 1.24 2.91 4.20
C: 0.91 3.81 3.29
F: -0.39 4.06 3.37
F: 1.58 4.93 3.54
S: 1.33 3.20 1.57
O: 2.10 4.23 0.96
O: 2.02 1.89 1.78
O: 0.04 2.85 0.95

***

No. 2
# C2H4S2

C2H4S2 in the gas phase (wB97M-V/def2-TZVPD, the Open Molecules 2025 dataset).

Results
M in u: 92.19
Electronic energy in Eh: -874.94149
SMILES: CC(=S)S
Charge: 0
Relative energy (zero: lowest compared OMol25 entry of this formula, charge and spin) in kcal/mol: 11.7
Highest occupied orbital energy in Ha: -0.324
HOMO-LUMO gap in eV: 8.507

Geometry (Å):
C: 0.92 0.46 0.03
C: -0.54 0.05 0.01
S: -1.84 1.00 0.41
S: -0.64 -1.66 -0.41
H: 1.46 0.09 0.89
H: 1.43 0.10 -0.82
H: 1.07 1.67 -0.16
H: -1.85 -1.70 0.05

***

No. 3
# C9H8O

C9H8O in the gas phase (wB97M-V/def2-TZVPD, the Open Molecules 2025 dataset).

Results
M in u: 132.16
Electronic energy in Eh: -422.92266
SMILES: C=C(C=O)c1ccccc1
Charge: 0
Relative energy (zero: lowest compared OMol25 entry of this formula, charge and spin) in kcal/mol: 27.9
Highest occupied orbital energy in Ha: -0.335
HOMO-LUMO gap in eV: 9.266

Geometry (Å):
C: -1.87 1.18 0.55
C: -1.51 0.09 -0.11
C: -2.42 -0.65 -0.97
O: -3.61 -0.65 -0.67
C: -0.08 -0.36 0.03
C: 0.74 -0.16 -1.08
C: 2.08 -0.54 -1.07
C: 2.55 -1.00 0.19
C: 1.75 -1.11 1.29
C: 0.48 -0.81 1.28
H: -1.08 1.62 1.18
H: -2.79 1.73 0.41
H: -2.05 -1.07 -1.90
H: 0.37 0.42 -1.93
H: 2.71 -0.23 -1.97
H: 3.55 -1.43 0.27
H: 2.11 -1.57 2.20
H: -0.09 -1.13 2.14

***

No. 4
# C21H35FP2Ti

A molecular structure, C21H35FP2Ti (wB97M-V/def2-TZVPD, the Open Molecules 2025 dataset).

Results
M in u: 416.32
Electronic energy in Eh: -2452.22826
Charge: +2
Highest occupied orbital energy (spin up / spin down) in Ha: -0.483 / -0.483
HOMO-LUMO gap (spin up / spin down) in eV: 4.707 / 4.692

Geometry (Å):
P: 0.47 -2.39 -0.40
P: 1.26 0.91 -1.25
C: 0.37 -1.52 -2.15
C: 1.43 -0.51 -2.53
H: -0.59 -1.01 -2.03
H: 0.27 -2.30 -2.89
H: 2.46 -0.89 -2.64
H: 1.13 -0.14 -3.53
C: 0.54 2.08 -2.78
H: 0.40 3.13 -2.48
H: -0.40 1.72 -3.22
H: 1.28 2.11 -3.62
C: 2.73 2.04 -1.14
H: 3.13 2.38 -2.13
H: 3.54 1.60 -0.51
H: 2.30 2.94 -0.62
C: -1.03 -3.35 -0.79
H: -1.27 -4.11 -0.02
H: -0.86 -3.88 -1.78
H: -1.88 -2.65 -0.88
C: 1.86 -3.54 -0.63
H: 2.81 -3.13 -0.21
H: 2.00 -3.81 -1.70
H: 1.68 -4.49 -0.08
Ti: 1.88 -0.80 0.37
C: -1.62 2.94 -0.34
C: -2.68 2.98 -1.13
C: -3.39 1.81 -1.67
C: -3.99 0.95 -0.58
C: -3.11 -0.27 -0.37
C: -2.49 -0.36 0.83
C: -1.33 0.53 0.72
C: -1.30 2.06 0.86
C: 3.91 -1.16 0.91
H: -0.73 3.42 -0.75
H: -2.96 3.89 -1.66
H: -2.63 1.23 -2.27
H: -4.22 2.09 -2.35
H: -4.07 1.48 0.39
H: -4.99 0.60 -0.90
H: -3.27 -1.12 -1.04
H: -2.21 -1.29 1.36
H: -0.92 0.40 -0.29
H: -0.65 0.14 1.47
H: -1.74 2.42 1.78
H: -0.23 2.23 1.14
H: 4.14 -0.24 1.51
H: 4.71 -1.38 0.18
H: 3.81 -2.05 1.61
F: -0.66 1.72 4.67
C: 0.04 0.63 4.21
C: 1.43 0.71 4.16
C: 2.06 -0.19 3.28
C: 1.27 -1.06 2.53
C: 0.02 -1.45 3.04
C: -0.69 -0.48 3.78
H: 1.97 1.52 4.66
H: 3.15 -0.19 3.20
H: -0.40 -2.42 2.78
H: -1.77 -0.51 3.91